[1]
A molecular structure, C26H30N2O4P2SeTi. Source: OMol25; level of theory: wB97M-V/def2-TZVPD.

## Properties
LUMO (alpha / beta) in eV: 2.6880 / 2.6888
Multiplicity: 2
Energy relative to the best compared isomer or geometry (same formula, charge and spin) in kJ/mol: 29.6
Total charge: -1
Gap between HOMO and LUMO (alpha / beta) in hartree: 0.236 / 0.251

Geometry as XYZ:
```
66
Properties=species:S:1:pos:R:3:lowdin_charge:R:1
Ti 0.52954 -1.53336 0.33244 0.3120
O -2.63196 -2.11551 -1.75920 0.0607
C -1.82308 -1.21231 -1.68642 -0.5886
O -0.54985 -1.34380 -1.44655 -0.2348
C -2.27248 0.22843 -1.87151 -0.1177
C -3.53969 0.42161 -2.40800 -0.0216
C -4.03269 1.69839 -2.62249 -0.0847
C -3.25739 2.79779 -2.28799 -0.0887
C -1.99701 2.61382 -1.73967 -0.1042
C -1.48300 1.33630 -1.52070 -0.2555
P 0.20518 1.05951 -0.81989 1.0888
C 1.17655 1.20454 -2.39179 -0.3255
C 1.87832 0.12789 -2.91569 -0.0995
C 2.55945 0.25283 -4.11858 -0.0780
C 2.54961 1.45240 -4.81533 -0.1007
C 1.84351 2.53591 -4.30305 -0.0936
C 1.16157 2.40218 -3.10412 -0.1045
C 0.59503 2.66063 -0.01088 -0.3821
C -0.32189 3.20418 0.89175 -0.1327
C 0.02100 4.27963 1.69769 -0.0941
C 1.29878 4.82074 1.62628 -0.1019
C 2.22610 4.27590 0.74873 -0.0872
C 1.87613 3.20397 -0.06040 -0.0929
H -4.12129 -0.45847 -2.64558 0.1140
H -5.01986 1.83623 -3.04693 0.0962
H -3.63231 3.80067 -2.45309 0.0967
H -1.40794 3.48167 -1.47187 0.0920
H 1.90994 -0.80712 -2.37369 0.0422
H 3.10608 -0.59640 -4.50926 0.1015
H 3.08467 1.54837 -5.75219 0.0933
H 1.82157 3.47707 -4.83820 0.0946
H 0.60814 3.24954 -2.71568 0.0979
H -1.31316 2.77200 0.97012 0.1046
H -0.70459 4.68884 2.38995 0.1001
H 1.57194 5.65552 2.25974 0.0943
H 3.22943 4.67988 0.70068 0.0999
H 2.61438 2.76996 -0.72416 0.1111
C 0.13093 -5.97316 0.26584 -0.0112
C 0.01330 -4.50180 0.51578 -0.2664
N 0.86891 -3.66485 0.03792 -0.1333
O 1.88832 -4.21699 -0.71602 -0.0921
C -1.03978 -3.94987 1.34777 -0.2965
C -2.02581 -4.79339 2.08962 -0.0403
N -1.05177 -2.64754 1.40464 -0.2223
O -1.87835 -2.00978 2.15722 -0.2084
H 0.50185 -6.14879 -0.74122 0.0782
H -0.82650 -6.47149 0.39811 0.0718
H 0.85316 -6.41227 0.95920 0.0946
H 2.52931 -3.47033 -0.68005 -0.0311
H -1.56914 -5.69750 2.49529 0.0694
H -2.86324 -5.08759 1.44958 0.0846
H -2.43218 -4.19912 2.90734 0.0646
Se 2.86924 -1.28859 0.33407 0.0522
C 1.75826 0.89375 2.98009 -0.2891
P 0.43591 -0.32367 2.62939 0.7484
C 0.73018 -1.51956 3.97853 -0.2663
C -1.04871 0.59032 3.20792 -0.2632
H 1.73303 1.21320 4.02488 0.0430
H 1.62870 1.76617 2.33749 0.0125
H 2.71705 0.43874 2.73698 -0.0056
H 0.72045 -1.01989 4.94965 0.0395
H 1.69909 -1.99058 3.81217 0.0398
H -0.05437 -2.27538 3.93666 0.0284
H -1.39835 0.15458 4.14321 0.0394
H -1.84647 0.49354 2.47494 0.0244
H -0.80176 1.64241 3.35856 0.0234
```


[2]
9 unconnected molecules or ions with the total composition C31H60Br16ClFIN2O in a non-equilibrium geometry. Source: OMol25; level of theory: wB97M-V/def2-TZVPD.

## Properties
LUMO in eV: -4.0626
Total charge: +1
Gap between HOMO and LUMO in hartree: 0.262

Geometry as XYZ:
```
113
Properties=species:S:1:pos:R:3:lowdin_charge:R:1
C -0.71985 1.16094 -5.64540 -0.0615
C -2.16500 1.28233 -5.13616 -0.2273
C -2.60242 0.15186 -4.19734 -0.5668
Cl -3.82001 -0.87176 -4.97859 0.7749
C -3.04845 0.58304 -2.76793 -0.3789
N -2.16813 1.59366 -2.26423 0.1039
C -0.89231 1.49031 -2.33381 -0.4082
C -0.05830 0.26039 -2.44138 -0.0712
C -0.07085 2.72812 -2.25023 -0.0554
N -3.16794 -0.72334 -1.91048 -0.3227
I -2.48034 -0.59916 0.09121 1.0873
C -4.60265 -1.22514 -1.89284 -0.1874
C -5.50196 -0.05523 -2.27185 -0.1927
C -6.76339 -0.37673 -3.12015 -0.1160
C -6.94619 -1.73185 -3.83176 -0.1723
C -7.49816 -1.61433 -5.23949 -0.2171
F -8.87860 -1.68645 -5.22299 -0.0406
C -4.53566 1.12425 -2.63741 -0.3718
O -4.43508 1.88528 -1.41913 -0.0831
C -4.97581 2.07538 -3.74058 -0.1628
C -4.39580 3.48116 -3.65296 -0.0648
H -0.09887 1.96231 -5.26914 0.0705
H -0.25435 0.23054 -5.34517 0.0394
H -0.68802 1.18871 -6.72367 0.0799
H -2.81044 1.25865 -5.99990 0.0931
H -2.29052 2.23763 -4.65335 0.0853
H -1.77670 -0.53409 -4.08524 0.0703
H 0.53930 0.32152 -3.34383 0.0305
H -0.60092 -0.67035 -2.47911 0.0551
H 0.63234 0.23888 -1.60729 0.0775
H 0.62116 2.74549 -3.08253 0.0875
H 0.49542 2.72573 -1.32399 0.0779
H -0.70043 3.60187 -2.24040 0.0569
H -2.61275 -1.47422 -2.31734 0.0633
H -4.82350 -1.49450 -0.87009 0.0732
H -4.68824 -2.13572 -2.46422 0.0717
H -5.89871 0.27769 -1.32794 0.1327
H -6.92181 0.41517 -3.83693 0.0915
H -7.59298 -0.30841 -2.43050 0.1174
H -6.04040 -2.30607 -3.90346 0.0596
H -7.67247 -2.32666 -3.29321 0.1220
H -7.13227 -2.42048 -5.86708 0.1039
H -7.21627 -0.67365 -5.70240 0.1126
H -5.29964 2.27396 -1.24986 0.1157
H -6.05300 2.17139 -3.69030 0.1147
H -4.76602 1.68047 -4.72443 0.0903
H -4.78221 4.02215 -2.80032 0.0775
H -3.31916 3.48324 -3.56895 0.0530
H -4.70048 4.02263 -4.53862 0.0851
Br -1.58734 -4.50225 0.84766 0.5823
C -0.42445 -4.45588 2.40938 -0.6924
C -1.15193 -3.94438 3.62097 -0.6687
Br -1.40899 -2.00832 3.56066 0.5943
H 0.43122 -3.84180 2.15021 0.0311
H -0.09641 -5.48008 2.56544 0.0636
H -0.56004 -4.12403 4.51437 0.0008
H -2.13798 -4.38123 3.73380 0.0558
Br 2.06091 -3.82507 5.55648 0.6982
C 1.71151 -1.98074 6.07736 -0.6526
C 2.64386 -1.03234 5.37435 -0.6925
Br 4.45594 -1.11567 6.05710 0.6138
H 1.80244 -1.94742 7.15741 0.0570
H 0.68392 -1.77304 5.78777 0.0198
H 2.31256 -0.00589 5.51537 0.0651
H 2.70654 -1.24763 4.31213 0.0378
Br -2.91768 -4.24030 -3.87210 0.6123
C -2.77128 -5.17979 -5.57326 -0.6603
C -3.91980 -4.84823 -6.48617 -0.6983
Br -5.57731 -5.67880 -5.91223 0.6302
H -2.72218 -6.23437 -5.32667 0.0560
H -1.83005 -4.85956 -6.01260 0.0636
H -3.72152 -5.22033 -7.48819 0.0652
H -4.10658 -3.77959 -6.52731 0.0311
Br 2.52910 -1.28464 -4.63896 0.6566
C 3.54925 -0.57561 -3.14191 -0.6778
C 4.03406 -1.66611 -2.23032 -0.6706
Br 2.59118 -2.37112 -1.13070 0.6354
H 2.90654 0.12822 -2.62424 0.0337
H 4.38682 -0.04326 -3.58530 0.0650
H 4.77287 -1.27454 -1.53546 0.0628
H 4.45235 -2.50656 -2.77307 0.0573
Br 5.70570 2.46157 4.83993 0.5841
C 6.91067 3.22747 6.16318 -0.6882
C 7.53805 2.17318 7.03306 -0.6849
Br 6.29138 1.47964 8.35678 0.5972
H 6.32877 3.94029 6.73715 0.0508
H 7.67572 3.75166 5.59605 0.0601
H 8.35466 2.60132 7.60590 -0.0047
H 7.89690 1.32408 6.46186 0.0573
Br 3.51674 -5.34025 1.78664 0.6111
C 3.92049 -3.56507 2.47105 -0.7463
C 5.24236 -3.04788 1.97303 -0.7084
Br 6.73868 -3.90652 2.86119 0.6315
H 3.88165 -3.64201 3.54945 -0.0337
H 3.10864 -2.92975 2.11940 0.0305
H 5.33522 -1.98635 2.19333 0.0576
H 5.37176 -3.21617 0.90876 0.0362
Br 10.14526 1.68953 11.21565 0.6129
C 9.82604 3.60074 11.35043 -0.6958
C 9.20650 4.14988 10.09432 -0.6886
Br 10.50363 4.28230 8.64581 0.6205
H 10.78145 4.06349 11.57219 0.0503
H 9.15006 3.73314 12.19136 0.0605
H 8.84023 5.16051 10.25623 0.0614
H 8.39663 3.52002 9.73839 0.0151
Br -1.95751 3.46329 0.39724 0.6966
C -1.69436 5.15318 1.32672 -0.6662
C -0.33087 5.72875 1.05249 -0.6958
Br 1.07194 4.75491 1.98100 0.6096
H -1.85539 4.95893 2.38142 0.0520
H -2.46853 5.82051 0.95641 0.0612
H -0.27160 6.75471 1.40667 0.0614
H -0.07952 5.69461 -0.00227 0.0455
```


[3]
12 unconnected molecules or ions with the total composition C56H64N12O2 in a non-equilibrium geometry. Source: OMol25; level of theory: wB97M-V/def2-TZVPD.

## Properties
LUMO in eV: 0.0602
SMILES string: CNC(C)=O.CNC(C)=O.c1ccncc1.c1ccncc1.c1ccncc1.c1ccncc1.c1ccncc1.c1ccncc1.c1ccncc1.c1ccncc1.c1ccncc1.c1ccncc1
Energy relative to the best compared isomer or geometry (same formula, charge and spin) in kJ/mol: 13.9
Gap between HOMO and LUMO in hartree: 0.335

Geometry as XYZ:
```
134
Properties=species:S:1:pos:R:3:lowdin_charge:R:1
C 7.33549 -0.37359 2.88911 -0.0840
N 6.29796 0.44967 2.32807 0.0075
C 5.57455 0.15421 1.24695 -0.5556
C 5.95771 -1.06118 0.39301 0.0175
O 4.78094 0.98109 0.88999 0.0258
H 7.86725 -0.98169 2.15731 0.0825
H 6.87963 -0.96308 3.68459 0.0848
H 8.04978 0.24737 3.42975 0.0866
H 6.18792 1.33735 2.79712 0.1455
H 5.20523 -1.20181 -0.38293 0.0631
H 6.06108 -1.94011 1.02933 0.0794
H 6.90696 -0.82171 -0.08624 0.0927
C -0.91834 1.33665 -0.46492 -0.0626
N 0.22747 0.48651 -0.46957 0.0349
C 0.27821 -0.69811 0.16097 -0.5708
C 1.58048 -1.42855 0.03956 0.0004
O -0.66843 -1.19581 0.73670 0.0212
H -1.48496 1.15671 -1.37852 0.0671
H -0.62239 2.38508 -0.42875 0.0698
H -1.61624 1.14627 0.35043 0.0848
H 0.99898 0.83242 -1.02205 0.0643
H 2.38933 -0.81751 -0.36106 0.0563
H 1.58512 -2.35308 -0.53778 0.0528
H 1.82748 -1.67249 1.07280 0.0861
C -1.39125 4.40683 1.61202 -0.0630
C -2.69957 4.66090 1.10052 -0.0694
C -3.73130 4.07335 1.75634 -0.1756
N -3.64814 3.32154 2.88955 0.0695
C -2.39904 3.08297 3.33361 -0.1395
C -1.21405 3.57418 2.71442 -0.0598
H -0.48224 4.72648 1.12424 0.0826
H -2.91894 5.26254 0.23087 0.0927
H -4.71343 4.13197 1.31093 0.0965
H -2.25497 2.40153 4.15901 0.0719
H -0.29600 3.29704 3.21119 0.0827
C 1.80953 3.85179 -0.69626 -0.0841
C 1.79895 5.25379 -0.85445 -0.0612
C 2.34196 6.01274 0.19276 -0.1618
N 2.81011 5.51014 1.33464 0.0477
C 2.85952 4.16520 1.46359 -0.1325
C 2.35351 3.28122 0.47909 -0.0621
H 1.50599 3.24156 -1.53405 0.0623
H 1.43214 5.73495 -1.74906 0.0760
H 2.18956 7.08020 0.25351 0.0989
H 3.21481 3.75875 2.39899 0.0910
H 2.42429 2.21261 0.61860 0.0689
C -2.03080 -4.86936 1.43198 -0.0709
C -3.20904 -4.88318 0.67626 -0.0841
C -3.95744 -6.04586 0.61981 -0.1365
N -3.63171 -7.16256 1.32906 0.0534
C -2.45479 -7.11091 2.04629 -0.1508
C -1.66073 -5.99511 2.18956 -0.0740
H -1.37500 -4.01192 1.39836 0.0834
H -3.40788 -4.06162 0.00403 0.0800
H -4.76017 -6.26303 -0.06929 0.1015
H -2.16604 -7.97136 2.63165 0.0931
H -0.75527 -6.00504 2.77816 0.0978
C -7.14805 1.21201 -1.08922 -0.0807
C -6.00692 0.81928 -0.36388 -0.0371
C -4.77540 0.84156 -1.05046 -0.1241
N -4.63807 1.13263 -2.38875 0.0445
C -5.79108 1.46839 -3.02401 -0.1472
C -7.02948 1.58983 -2.39226 -0.0835
H -8.06825 1.27918 -0.52786 0.1057
H -5.96455 0.41116 0.63514 0.0826
H -3.88098 0.44542 -0.59277 0.0827
H -5.66865 1.73790 -4.06265 0.0990
H -7.93413 1.84729 -2.92303 0.1025
C -2.43214 -0.91524 4.26291 -0.0861
C -3.53266 -0.13764 4.64512 -0.1005
C -4.69496 -0.17428 3.92682 -0.1481
N -4.85955 -0.93362 2.79919 0.0472
C -3.79670 -1.66266 2.37815 -0.1157
C -2.55578 -1.67789 3.09417 -0.0601
H -1.64060 -0.86393 4.99588 0.0901
H -3.45165 0.45544 5.54406 0.1021
H -5.58283 0.40364 4.13680 0.0987
H -3.89315 -2.21868 1.45731 0.0813
H -1.71256 -2.27105 2.77238 0.0669
C 2.75287 0.98733 4.49057 -0.0691
C 2.49305 1.59476 5.74345 -0.0563
C 1.16804 1.69422 6.08495 -0.1577
N 0.12929 1.36546 5.28895 0.0765
C 0.42709 0.73040 4.11421 -0.1458
C 1.72436 0.58377 3.68504 -0.0781
H 3.76784 0.93112 4.12578 0.0879
H 3.28199 1.98501 6.36929 0.1003
H 0.91091 1.95833 7.10010 0.1018
H -0.33883 0.50200 3.38785 0.0926
H 1.84927 0.24919 2.66580 0.0910
C -1.68540 -3.42124 -1.94441 -0.0852
C -2.20730 -4.53908 -2.66126 -0.0767
C -3.24764 -4.32850 -3.56587 -0.1540
N -3.97769 -3.16898 -3.68456 0.0607
C -3.53288 -2.15064 -2.85787 -0.1157
C -2.36496 -2.21271 -2.06614 -0.0735
H -0.83558 -3.51661 -1.28478 0.0924
H -1.79898 -5.53295 -2.55215 0.0981
H -3.57004 -5.12797 -4.21650 0.0933
H -4.10963 -1.23811 -2.89010 0.0673
H -1.96861 -1.33243 -1.58199 0.0749
C 3.66392 -3.76062 -1.49424 -0.0688
C 2.97576 -3.35401 -2.69310 -0.0603
C 3.26169 -4.07894 -3.83069 -0.1458
N 4.11902 -5.13887 -3.93255 0.0530
C 4.70680 -5.53817 -2.82369 -0.1515
C 4.52286 -4.86566 -1.57431 -0.0594
H 3.57262 -3.23274 -0.55648 0.0754
H 2.23138 -2.57498 -2.61957 0.0719
H 2.76179 -3.85461 -4.76137 0.0972
H 5.43955 -6.32808 -2.89801 0.0988
H 5.15899 -5.07921 -0.72806 0.0906
C -1.90369 2.78936 -3.76569 -0.0917
C -0.52804 2.92723 -3.79088 -0.0843
C 0.03220 4.17127 -3.56176 -0.1822
N -0.68204 5.24088 -3.16409 0.0530
C -2.05734 5.10880 -3.01562 -0.0957
C -2.68187 3.88086 -3.38486 -0.0631
H -2.40127 1.87720 -4.06025 0.0968
H 0.14879 2.10908 -3.98822 0.0826
H 1.10884 4.24834 -3.59774 0.0977
H -2.66795 5.98279 -2.84329 0.0932
H -3.72876 3.65066 -3.25282 0.0783
C 4.39521 0.22455 -4.30062 -0.0441
C 4.65099 0.77901 -3.05430 -0.0740
C 3.66352 0.92867 -2.15707 -0.1429
N 2.35807 0.61569 -2.40212 0.0503
C 2.11934 -0.01106 -3.62214 -0.1322
C 3.10529 -0.25847 -4.56060 -0.0684
H 5.20763 0.06589 -4.99430 0.1087
H 5.66820 1.04211 -2.80437 0.1115
H 3.77624 1.16642 -1.10961 0.0751
H 1.09511 -0.34881 -3.67949 0.1055
H 2.83447 -0.85263 -5.42086 0.1048
```


Which formula does entry 3 have? C56H64N12O2